[1]
A 5-piece molecular cluster, C3H13NO4 overall in a non-equilibrium geometry, computed with ωB97M-V/def2-TZVPD.

Computed properties:
* multiplicity: 2
* expectation value of S²: 0.769
* net charge: +1
* HOMO-LUMO gap (spin up / spin down): 7.9 / 4.1 eV
* E_LUMO (spin up / spin down): -0.194 / -0.330 Eh

Element x y z (Å)
O: -2.6317 1.2751 3.0205
H: 0.2244 0.2536 2.1490
H: 1.1030 -3.2623 -1.5462
C: 0.8762 0.4669 -2.2247
H: 0.8132 1.4433 -2.7046
O: 2.0985 1.2040 0.5961
H: 1.0615 -2.6875 -3.3884
H: -2.0147 1.6783 2.4059
C: -0.0386 -0.4677 -2.6154
O: -0.8693 -0.8000 0.9749
H: 1.3255 1.5372 0.1209
H: -0.5779 -0.8273 0.0514
C: 0.7185 -2.6552 -2.3557
H: -2.7653 1.8592 3.7657
H: -0.4827 0.6486 3.4540
O: 0.0385 0.9995 2.7340
H: -0.8335 -0.2931 -3.3132
N: -0.0045 -1.6930 -1.9296
H: 1.5931 0.3991 -1.4405
H: 2.1978 1.7424 1.3910
H: -1.8321 -0.8211 0.8547

natural (NBO) atomic charge list, values in e, 2 entries: -0.97, 0.49

***

[2]
A 4-piece molecular cluster, C4H12O3 overall in a non-equilibrium geometry, computed with ωB97M-V/def2-TZVPD.

Computed properties:
* HOMO-LUMO gap: 4.4 eV
* E_LUMO: -0.154 Eh

Element x y z (Å)
O: 1.5647 0.6117 1.0909
H: -1.4374 -1.3726 -0.1360
H: 0.3033 -0.0994 -2.1167
H: -1.7240 0.7842 2.1427
H: 0.9629 -1.2237 1.7934
C: 1.2404 -0.4416 -1.6443
H: -0.6810 -2.4921 -1.0596
H: 0.2044 1.7392 0.4161
C: 0.8455 -1.1941 -0.3152
H: -0.5485 -2.6103 0.7118
H: -2.1509 0.1825 2.1728
H: -2.7986 0.7561 -1.1660
O: -2.5386 0.5952 -0.2678
C: 1.2237 -0.5825 0.9247
H: 1.8911 0.4426 -1.1698
O: -0.4820 2.3374 0.0720
H: -1.2968 1.7480 0.1264
H: 1.8991 -1.1711 -2.1075
C: -0.4722 -1.9547 -0.0932

natural (NBO) atomic charge list, values in e, 2 entries: -0.44, 0.38

***

[3]
C25H23Cl2N7O2SeTl as an isolated structure in a non-equilibrium geometry, computed with ωB97M-V/def2-TZVPD.

Computed properties:
* net charge: +1
* HOMO-LUMO gap: 5.2 eV
* E_LUMO: -0.180 Eh

Element x y z (Å)
C: -2.6665 2.7296 1.3108
Tl: -0.4816 0.4452 0.2039
N: -2.0458 2.3766 -0.9223
Se: 2.2321 -1.2835 -0.4222
H: 5.2373 -3.1246 3.1667
C: -2.0568 2.5432 -2.3150
C: 2.0061 -3.2722 3.2507
N: 1.5691 -3.5961 -2.4299
H: -4.7064 2.8201 -1.5522
N: 0.1508 1.4616 -2.3048
N: 0.9060 1.2073 1.9543
H: -1.4041 -2.0818 -3.4850
H: -1.6871 2.4417 -4.9314
C: 1.6451 -2.6683 2.0544
H: -1.7423 -3.5450 -1.6356
C: 2.6281 0.3384 3.3596
C: 2.0043 0.4758 2.1268
C: 0.4031 1.8483 3.0141
O: -2.8534 3.2114 -2.9277
C: 4.2160 -2.9865 2.8293
H: -0.1291 -4.4783 -3.3001
H: -0.0764 -1.3897 -2.7846
H: 2.2576 0.7398 -4.8133
C: 0.2786 1.5514 -5.0807
H: 0.6000 -2.5513 1.7962
H: 1.2419 -3.6412 3.9266
H: 0.2085 -4.9923 -1.6426
H: 1.8011 -2.8348 -1.6719
Cl: -6.9632 3.3492 -0.0125
H: 2.3950 -0.0217 1.2456
N: -0.9425 -1.8847 -2.6066
H: 0.5150 2.3372 5.0893
H: -0.4214 -2.7441 -0.7970
C: -3.0347 2.6604 -0.1514
C: -0.8418 2.0143 -4.4121
C: -0.8176 2.7003 2.8109
H: 2.5558 0.9136 5.4282
C: -0.7723 -3.0686 -1.7786
C: -0.8615 1.9515 -3.0270
H: 1.7189 -3.1421 -3.3300
H: 4.7787 -2.0137 0.9954
N: 3.2654 -3.4351 3.6484
O: -1.1635 3.5310 3.6132
H: 2.2696 -4.3316 -2.3438
C: 0.1782 -4.1343 -2.3126
C: 2.0963 1.0012 4.4530
N: -1.4291 2.5293 1.5572
C: 1.2411 1.0548 -2.9539
C: -3.7180 2.9861 2.2790
C: 2.6446 -2.2015 1.2059
H: 3.5102 -0.2799 3.4511
H: 2.0639 0.7078 -2.3393
H: 0.3254 1.5814 -6.1610
C: -5.3331 3.1193 0.4337
C: 0.9636 1.7823 4.2783
C: 1.3464 1.0759 -4.3378
C: 3.9645 -2.3688 1.6122
C: -4.9759 3.1831 1.8668
H: -3.4703 3.0354 3.3279
Cl: -6.2065 3.4990 3.0093
C: -4.4176 2.8681 -0.5161

natural (NBO) atomic charge list, values in e, 2 entries: 0.26, 0.76

***

[4]
An isolated ion of composition C6H14NO and charge -1 in a non-equilibrium geometry, computed with ωB97M-V/def2-TZVPD.

Computed properties:
* structure (SMILES): CCCNCCC[O-]
* net charge: -1
* HOMO-LUMO gap: 6.1 eV
* E_LUMO: 0.134 Eh

Element x y z (Å)
C: 0.5875 3.1056 -1.6146
H: -1.3828 -2.6897 0.6923
H: 0.0006 1.2936 -2.4102
C: 0.1341 1.1074 -0.1180
H: 0.7054 3.5474 -0.6193
H: -0.0862 -3.6454 0.4617
H: 1.1976 0.8860 -0.0779
H: -1.0629 -0.3133 0.9173
H: 0.9153 -1.9702 2.3831
H: 0.1381 3.6849 -2.3061
C: -0.2389 1.8062 -1.5027
H: -0.1199 1.7998 0.7644
C: -0.3814 -2.6919 0.7042
C: -0.2177 -2.1466 2.2712
N: -0.5904 -0.2217 -0.0130
H: -0.4753 -2.9850 2.9081
H: 0.0409 -1.7772 -1.1900
H: -1.2330 2.1649 -1.9586
H: 1.5690 2.9594 -1.7967
H: 1.1897 -1.3347 0.0496
C: 0.1807 -1.5272 -0.1523
O: -0.8705 -1.0523 2.6073

natural (NBO) atomic charge list, values in e, 2 entries: -0.61, 0.19

***

[5]
A 11-piece molecular cluster, C30H54N6O8S3 overall in a non-equilibrium geometry, computed with ωB97M-V/def2-TZVPD.

Computed properties:
* structure (SMILES): O=S1(=O)CCCC1.O=S1(=O)CCCC1.O=S1(=O)CCCC1.CC(C)=O.CC(C)=O.CC#N.CC#N.CC#N.CC#N.CC#N.CC#N
* HOMO-LUMO gap: 9.9 eV
* E_LUMO: 0.005 Eh

Element x y z (Å)
C: 2.8406 -1.3961 -3.1800
H: -5.9026 -2.5145 -0.9047
H: -2.7166 -0.1477 -2.3379
H: -1.9139 -2.9678 6.9304
C: -1.6720 -1.9953 6.5016
N: -3.6493 0.7219 5.8714
C: -4.0013 -1.8743 -1.5746
H: 6.7931 0.8378 2.0379
H: 3.7690 -1.8753 -3.4907
H: 1.2275 -3.9045 -3.2550
N: -1.9251 1.2591 0.1531
C: -1.7289 -1.9430 5.0978
C: 0.7776 2.1110 1.8815
H: 0.6311 -2.4984 -2.1589
O: 2.2852 -1.5804 5.6774
H: -0.8251 3.9098 -5.2800
O: 0.0421 0.2760 -2.7066
H: 0.5655 2.2287 0.8188
H: 2.9627 -0.3157 -3.2566
C: -6.2146 -1.0521 -2.5843
H: 0.4662 1.1262 2.2298
H: 2.0885 0.0458 3.7416
C: -0.2347 1.6256 -5.0820
N: -0.7114 3.9368 3.0090
H: 1.8210 -2.2865 0.1282
H: -3.9879 3.0250 1.4106
O: 1.7255 2.0962 -3.2217
H: -0.1614 -2.9098 -3.6085
H: -6.9487 -0.5180 -1.9809
C: -3.2048 1.1723 4.8899
H: -2.0662 -1.0940 6.9710
C: 0.8295 -2.8947 -3.1547
C: 6.1540 1.1539 1.2135
H: 2.7211 -1.5709 -2.1108
C: -1.1870 2.8889 -5.1572
C: -2.5191 4.1275 0.4489
C: 4.7607 0.6875 1.5954
H: 7.0896 1.1944 -0.6774
S: 0.3949 1.5365 -3.3265
H: 4.8273 -0.3988 1.5354
H: 1.4264 -3.9587 0.1642
C: 5.0683 0.3546 -0.8244
C: 3.1764 -3.2224 4.0839
C: -0.7755 2.8624 -2.7821
H: -1.7155 -1.8431 1.1384
H: -0.8979 0.7650 -5.1700
H: -0.8989 2.7397 -1.7061
H: -3.2808 -2.6884 -1.4957
S: 3.6696 1.0283 0.1940
C: 2.4582 -1.9457 4.4497
H: 3.4970 -3.7859 4.9601
O: 2.4586 0.2341 0.2742
H: 0.6719 1.4467 -5.6601
C: 1.6362 -1.8829 -3.9671
C: -1.5273 0.1789 0.3252
O: 1.3708 -1.5365 -5.0626
O: -5.0568 0.5350 -4.4034
H: -0.9279 -1.6987 -0.3928
C: -3.8975 3.7302 0.5844
H: -5.7139 -3.1750 -2.3498
C: -1.0289 -1.2101 0.5763
C: 1.9360 -0.9791 3.4033
H: -0.1160 3.7303 -2.7762
H: -0.6091 -1.8697 6.7081
H: 1.3613 -2.9886 1.6452
H: -1.9094 2.9052 -5.9732
C: 6.4178 0.5521 -0.1080
H: 6.2279 2.2187 0.9927
O: -5.0542 1.3023 -2.0550
H: -3.0933 1.3247 2.7525
C: -0.0395 3.1213 2.4987
H: 0.8567 -1.0530 3.2698
H: 5.0116 0.7795 -1.8265
C: 3.3859 -3.0990 0.6988
H: 2.5878 -3.8739 3.4379
H: -4.1755 3.1601 -0.3021
H: -2.6190 2.7819 3.5435
N: 4.5605 -3.0779 0.7638
N: -1.8114 -1.9433 3.9475
H: -6.7605 -1.2003 -3.5161
C: 1.9335 -3.1830 0.7380
H: 4.3358 0.9436 2.5659
H: 7.0091 -0.3181 0.1770
H: -1.7368 1.1528 3.4134
H: -2.5651 3.8026 -3.8539
C: -5.4287 -2.2494 -1.8498
O: 3.5696 2.4983 0.1362
H: 2.3777 -1.2370 2.4408
C: -3.5382 -0.8158 -2.5963
N: -1.4868 4.5008 0.1557
H: -3.2781 -1.3514 -3.5093
H: -4.6721 4.4896 0.6911
H: 4.7919 -0.6998 -0.8211
H: -0.0197 -1.1927 0.9877
H: 1.8563 2.1977 2.0125
C: -2.6435 1.6998 3.6717
H: -4.0429 -1.4790 -0.5596
H: -2.6567 2.1236 -3.6868
S: -5.0203 0.1968 -2.9871
H: 4.0663 -2.9464 3.5181
C: -1.9234 2.9247 -3.7789

Löwdin atomic charge list, values in e, 2 entries: -0.02, 0.11

***

[6]
A 2-piece molecular cluster, C4H13N2S overall, computed with ωB97M-V/def2-TZVPD.

Computed properties:
* multiplicity: 2
* expectation value of S²: 0.753
* HOMO-LUMO gap (spin up / spin down): 7.1 / 9.8 eV
* E_LUMO (spin up / spin down): 0.033 / 0.032 Eh

Element x y z (Å)
H: -0.7009 -0.3707 0.3414
H: 1.1805 1.1547 -2.1148
S: 2.0265 0.6988 3.9118
H: 0.6831 -1.2143 3.3095
H: -0.5557 1.8042 -1.8453
H: -1.9978 -0.8963 -3.8086
C: 0.9764 -0.1111 1.4921
H: 0.9152 0.9254 1.1597
H: 0.1349 -0.9521 -2.6929
H: 0.4513 -1.4776 0.0499
H: -2.3116 -0.8185 -2.0447
C: 0.1144 1.0348 -2.1920
H: 1.2336 1.3445 4.7720
H: 1.9822 -0.4840 1.2843
N: -0.0021 -0.9522 0.7839
H: -2.3163 0.6583 -3.0146
C: -1.8463 -0.3174 -2.8991
N: -0.4285 -0.1198 -2.6928
H: -0.2552 0.2656 3.2066
C: 0.7162 -0.1723 2.9935

natural (NBO) atomic charge list, values in e, 2 entries: 0.36, 0.18

***

[7]
C5H16AlLiNO3P as an isolated structure, computed with ωB97M-V/def2-TZVPD.

Computed properties:
* HOMO-LUMO gap: 7.4 eV
* E_LUMO: -0.030 Eh

Element x y z (Å)
H: 1.1946 -2.4771 -0.8643
H: -2.0183 2.4710 -0.3973
H: 2.7479 -1.9592 -0.2545
H: 2.0686 0.7198 -1.8173
H: -2.4856 -0.0565 0.9872
Al: 1.0520 0.6205 -0.5481
H: -1.5150 -0.9859 -1.1902
H: 1.0403 -4.0814 0.7877
H: 3.4465 2.3650 0.3946
P: 2.0481 2.4647 0.7203
N: 1.1816 -0.8325 0.5183
C: -2.5874 0.4524 0.0209
H: -3.2106 -1.4073 -0.8696
C: -1.5015 1.5526 -0.0990
C: -2.5240 -0.5853 -1.0846
O: -0.4786 1.2594 -1.0147
H: -4.3814 0.8181 -0.6960
H: 0.3404 -1.0216 1.0566
H: -1.0964 1.7386 0.9108
C: 1.7072 -2.1208 0.0423
O: -3.8726 1.0852 0.0707
H: 1.1858 -2.8395 2.0271
H: 2.2521 2.3632 2.1192
Li: 2.3261 3.5521 -1.4533
H: -2.7930 -0.1267 -2.0426
C: 1.6358 -3.2236 1.1078
O: 1.6128 3.8583 0.1927
H: 2.6248 -3.6033 1.3756

natural (NBO) atomic charge list, values in e, 2 entries: 0.16, 0.18

***

no.,E_tot (Ha)
1,-477.4066
2,-385.0409
3,-4994.3036
4,-366.9039
5,-3300.3161
6,-667.8113
7,-1071.9780